C6H12O | ωB97M-V/def2-TZVPD

Last column: Mulliken charge in e.
Element x y z (Å)
C 2.5964 -1.1411 0.2275  -0.76
C 0.9816 1.5823 -0.3072  -0.46
O 0.2396 1.2932 0.7015  -0.22
C -0.3376 0.1036 0.9033  -0.06
C -1.7195 -0.0292 1.3759  -0.90
C -1.3088 -0.5209 -0.0198  0.38
C -1.8552 0.2187 -1.2187  -1.40
H 2.8576 -2.0996 0.6722  0.34
H 3.3521 -0.4021 0.4943  0.27
H 2.5924 -1.2714 -0.8546  0.25
H 1.0427 0.9068 -1.1498  0.30
H 1.5249 2.5123 -0.2371  0.29
H 1.5865 -0.8694 0.6222  0.14
H -2.3523 0.8548 1.3937  0.24
H -1.9528 -0.7651 2.1424  0.27
H -1.2400 -1.6008 -0.1499  0.30
H -1.2300 0.0700 -2.1063  0.32
H -2.8632 -0.1386 -1.4547  0.37
H -1.9144 1.2965 -1.0349  0.33

E_LUMO (alpha / beta)   0.4 / 0.8 eV
Kohn-Sham gap (alpha / beta)   7.82 / 8.52 eV
Molecular weight   100.16 g/mol
ΔE to the lowest compared entry with this formula, charge and spin   5.132 eV
E_HOMO (alpha / beta)   -7.4 / -7.7 eV
Total energy   -8459.2220 eV
Multiplicity   1